[1]
Below is a 11-piece molecular cluster, C73H160N8O11 overall at a distorted geometry, with properties calculated with the ωB97M-V functional and the def2-TZVPD basis.

LUMO level, eV: 0.43
Calculated total energy, eV: -112727.0869
Gap between HOMO and LUMO, eV: 8.83

```
252
C73H160N8O11 (the ωB97M-V functional and the def2-TZVPD basis)
C 3.423 -1.244 -0.252
C 2.139 -0.302 -0.385
C 2.053 0.584 0.945
C 2.113 0.608 -1.565
C 1.650 -0.019 -2.866
C 0.341 -0.693 -2.721
C 0.342 -1.707 -1.585
C -1.151 -2.018 -1.451
C 1.172 -2.994 -1.779
N 0.818 -0.987 -0.388
O 0.695 -1.899 0.708
H 3.898 -1.549 -1.241
H 4.079 -0.766 0.438
H 3.130 -2.164 0.320
H 1.233 1.272 0.810
H 2.033 -0.021 1.886
H 2.940 1.279 0.939
H 1.419 1.459 -1.396
H 3.011 1.109 -1.766
H 1.637 0.812 -3.635
H 2.428 -0.702 -3.250
H 0.025 -1.209 -3.686
H -0.410 0.066 -2.416
H -1.668 -1.206 -0.945
H -1.212 -2.798 -0.714
H -1.670 -2.321 -2.376
H 2.188 -2.826 -2.042
H 0.787 -3.548 -2.635
H 1.048 -3.587 -0.889
H -0.008 -1.538 1.219
C 2.416 4.233 -1.546
C 2.284 5.651 -2.120
C 2.812 6.573 -1.006
C 3.228 5.928 -3.301
C 2.746 5.302 -4.603
C 1.370 5.840 -4.983
C 0.342 5.631 -3.771
C -0.996 6.411 -3.939
C -0.122 4.090 -3.750
N 0.946 6.109 -2.493
O -0.043 5.970 -1.450
H 2.026 3.525 -2.262
H 3.458 4.089 -1.380
H 1.715 4.238 -0.684
H 3.799 6.139 -0.722
H 3.031 7.559 -1.449
H 2.120 6.635 -0.142
H 3.161 6.996 -3.343
H 4.202 5.603 -3.033
H 3.566 5.545 -5.310
H 2.804 4.188 -4.608
H 1.088 5.346 -5.895
H 1.512 6.873 -5.257
H -1.670 6.047 -3.193
H -1.400 6.295 -4.935
H -0.899 7.487 -3.736
H 0.639 3.395 -3.459
H -0.534 3.766 -4.723
H -0.860 4.017 -2.989
H -0.117 6.914 -1.270
C 0.306 -5.790 2.204
C -0.154 -6.838 1.160
C 0.826 -6.718 0.045
C 0.009 -8.197 1.799
C -1.243 -8.490 2.684
C -2.513 -8.352 1.895
C -2.689 -6.935 1.381
C -3.950 -6.967 0.415
C -2.915 -5.903 2.518
N -1.466 -6.720 0.552
O -1.512 -5.402 0.075
H 1.399 -5.881 2.494
H 0.030 -4.805 1.885
H -0.180 -6.075 3.095
H 0.915 -5.643 -0.313
H 1.786 -7.033 0.396
H 0.585 -7.439 -0.731
H 0.105 -9.118 1.057
H 0.873 -8.278 2.428
H -1.133 -9.516 3.171
H -1.288 -7.873 3.628
H -3.385 -8.652 2.439
H -2.437 -8.921 0.951
H -3.764 -7.228 -0.605
H -4.363 -5.962 0.469
H -4.689 -7.672 0.849
H -3.948 -5.778 2.768
H -2.646 -4.923 2.064
H -2.248 -6.063 3.389
H -1.828 -5.467 -0.826
C -1.195 2.743 -0.316
C -2.746 3.019 -0.348
C -3.517 1.884 0.364
C -2.954 4.289 0.516
C -4.339 4.889 0.285
C -4.670 5.134 -1.232
C -4.517 3.852 -2.062
C -5.665 2.805 -1.809
C -4.452 4.273 -3.544
N -3.133 3.312 -1.725
O -3.002 1.985 -2.450
H -0.818 2.491 0.722
H -1.066 1.873 -0.969
H -0.662 3.516 -0.747
H -4.565 2.113 0.605
H -3.554 0.968 -0.255
H -2.964 1.637 1.260
H -2.886 3.935 1.575
H -2.144 5.050 0.359
H -5.074 4.299 0.734
H -4.426 5.816 0.823
H -4.042 5.936 -1.601
H -5.683 5.523 -1.298
H -6.611 3.288 -2.091
H -5.679 2.531 -0.715
H -5.473 1.918 -2.378
H -5.407 4.594 -3.914
H -4.132 3.406 -4.133
H -3.716 5.067 -3.620
H -2.115 2.133 -2.755
C 1.468 5.076 6.910
C 1.076 4.471 5.562
C 1.249 2.935 5.726
C -0.340 4.927 5.255
C -0.812 4.616 3.791
C 0.188 5.269 2.865
C 1.614 4.841 3.078
C 1.863 3.455 2.475
C 2.565 5.838 2.294
N 1.969 5.004 4.540
O 3.244 4.356 4.724
H 1.544 6.215 6.853
H 0.727 4.761 7.626
H 2.445 4.778 7.309
H 0.531 2.621 6.539
H 1.017 2.337 4.864
H 2.243 2.721 6.093
H -0.946 4.411 6.058
H -0.406 5.972 5.570
H -0.919 3.584 3.620
H -1.840 5.005 3.669
H 0.119 6.376 2.907
H -0.078 4.875 1.883
H 1.215 2.687 2.825
H 2.925 3.092 2.550
H 1.639 3.589 1.418
H 2.453 6.903 2.632
H 2.287 5.740 1.270
H 3.589 5.598 2.448
H 3.877 5.108 4.660
C 8.326 -1.133 0.832
C 8.794 0.286 0.538
C 10.291 0.277 0.337
C 8.326 0.782 -0.808
C 6.813 1.043 -0.803
C 6.540 2.067 0.289
C 7.047 1.705 1.684
C 7.023 3.104 2.407
C 6.063 0.708 2.393
N 8.401 1.232 1.580
O 9.019 0.953 2.841
H 8.952 -1.939 0.388
H 8.352 -1.367 1.890
H 7.330 -1.368 0.432
H 10.833 -0.242 1.171
H 10.403 -0.436 -0.521
H 10.742 1.219 0.113
H 8.805 1.707 -1.140
H 8.612 0.028 -1.619
H 6.476 1.362 -1.817
H 6.196 0.142 -0.618
H 5.507 2.248 0.441
H 6.969 3.030 -0.008
H 7.899 3.680 2.075
H 7.227 2.949 3.495
H 6.177 3.624 2.149
H 6.131 -0.257 1.896
H 5.108 1.172 2.307
H 6.326 0.584 3.462
H 8.679 0.043 3.062
C -4.870 -6.301 -3.567
C -3.446 -5.860 -3.656
C -3.200 -4.822 -2.546
C -2.627 -7.142 -3.410
C -1.177 -6.954 -3.750
C -1.023 -6.602 -5.221
C -1.797 -5.285 -5.522
C -1.165 -4.078 -4.880
C -1.862 -5.114 -7.059
N -3.149 -5.508 -5.007
O -4.050 -4.445 -5.466
H -4.911 -6.946 -2.593
H -5.643 -5.583 -3.571
H -5.065 -7.034 -4.282
H -2.189 -4.528 -2.539
H -3.812 -3.992 -2.798
H -3.593 -5.186 -1.600
H -2.725 -7.490 -2.389
H -3.077 -7.896 -4.080
H -0.615 -6.199 -3.112
H -0.707 -7.862 -3.570
H -1.337 -7.397 -5.912
H 0.053 -6.306 -5.456
H -0.363 -3.636 -5.452
H -0.681 -4.271 -3.880
H -1.903 -3.311 -4.717
H -2.710 -4.405 -7.252
H -2.151 -6.029 -7.522
H -0.898 -4.744 -7.446
H -3.840 -3.653 -5.000
C -4.286 -0.005 5.708
C -3.316 -1.209 5.632
C -3.320 -2.037 6.935
C -3.735 -2.203 4.519
C -3.360 -1.647 3.165
C -1.895 -1.303 3.006
C -1.401 -0.370 4.100
C 0.123 -0.410 4.175
C -1.794 1.136 3.738
N -1.874 -0.883 5.384
O -1.461 0.007 6.472
H -5.302 -0.308 6.153
H -3.864 0.662 6.457
H -4.441 0.500 4.821
H -3.221 -1.500 7.884
H -4.076 -2.827 6.996
H -2.403 -2.660 6.934
H -3.234 -3.184 4.742
H -4.787 -2.324 4.686
H -3.713 -2.301 2.353
H -3.897 -0.694 3.043
H -1.726 -0.806 2.087
H -1.230 -2.236 3.123
H 0.331 -1.401 4.497
H 0.712 0.370 4.757
H 0.571 -0.335 3.133
H -1.136 1.817 4.320
H -2.807 1.416 3.942
H -1.556 1.127 2.715
H -1.581 0.909 6.157
C -4.408 -1.204 -2.634
O -3.939 -1.541 -3.938
H -5.379 -1.661 -2.319
H -3.550 -1.523 -2.090
H -4.534 -0.092 -2.494
H -4.467 -1.148 -4.652
O -3.095 0.786 -5.335
H -3.025 1.496 -4.671
H -3.023 0.010 -4.765
O -5.130 -0.417 -6.569
H -5.169 -0.980 -7.355
H -4.325 0.054 -6.564
```

=====

[2]
Below is C73H62AsF14N7OPRhS as an isolated structure, with properties calculated with the ωB97M-V functional and the def2-TZVPD basis.

LUMO level (spin up / spin down), eV: -4.52 / -6.71
Calculated total energy, eV: -211189.6460
Multiplicity: 5
Gap between HOMO and LUMO (spin up / spin down), eV: 6.48 / 4.29
Net charge: +2
ΔE to the lowest compared entry with this formula, charge and spin, kJ/mol: 0.0

```
161
C73H62AsF14N7OPRhS (the ωB97M-V functional and the def2-TZVPD basis)
Rh 0.678 -0.427 0.676
C -6.154 11.614 -1.343
O -5.841 11.005 -0.100
C -5.147 9.860 -0.094
C -4.716 9.185 -1.237
C -4.012 8.003 -1.115
C -3.722 7.459 0.134
C -4.153 8.149 1.275
C -4.852 9.327 1.166
C -2.999 6.202 0.221
N -2.452 5.559 -0.789
C -1.893 4.437 -0.260
C -2.102 4.385 1.109
N -2.809 5.519 1.398
C -1.682 3.298 1.920
C -1.958 3.174 3.290
C -1.588 2.025 3.938
C -0.940 1.023 3.212
N -0.607 1.138 1.941
C -0.969 2.257 1.277
C -0.660 2.344 -0.135
N 0.102 1.375 -0.680
C 0.328 1.398 -1.981
C -0.193 2.367 -2.839
C -0.942 3.384 -2.303
C -1.168 3.403 -0.920
H -6.675 12.534 -1.096
H -6.806 10.976 -1.944
H -5.249 11.846 -1.908
H -4.934 9.574 -2.221
H -3.679 7.473 -1.997
H -3.937 7.774 2.268
H -5.188 9.863 2.042
H -3.149 5.797 2.301
H -2.469 3.968 3.819
H -1.794 1.880 4.989
H -0.707 0.090 3.695
H 0.964 0.612 -2.368
H 0.004 2.310 -3.901
H -1.363 4.176 -2.908
F -2.346 -6.843 5.335
C -2.089 -5.806 4.579
C -0.771 -5.444 4.323
F 0.225 -6.157 4.832
C -0.503 -4.343 3.543
F 0.773 -4.030 3.323
C -1.513 -3.537 2.998
S -1.194 -2.061 2.173
C -2.833 -3.958 3.245
F -3.844 -3.278 2.737
C -3.122 -5.062 4.020
F -4.381 -5.411 4.230
N 5.010 -3.794 -1.932
C 4.689 -2.348 -2.161
C 3.408 -2.021 -1.383
N 3.077 -0.622 -1.223
H 5.806 -4.118 -2.481
H 4.203 -4.383 -2.156
H 5.224 -3.963 -0.942
H 4.559 -2.186 -3.230
H 5.528 -1.746 -1.811
H 3.495 -2.458 -0.390
H 2.571 -2.510 -1.881
H 2.926 -0.172 -2.119
H 3.788 -0.097 -0.725
C -5.992 -5.480 -1.769
C -4.920 -4.449 -1.970
C -4.075 -4.483 -3.066
C -3.059 -3.546 -3.252
C -2.233 -3.694 -4.505
C -2.888 -2.539 -2.295
As -1.470 -1.171 -2.225
N -0.061 -1.824 -1.296
C 0.189 -3.165 -1.082
C -0.118 -4.142 -2.055
C 0.347 -5.438 -1.948
C 1.130 -5.826 -0.868
C 1.402 -4.901 0.136
C 0.930 -3.608 0.042
C -0.977 -0.711 -4.086
C 0.234 -0.978 -4.730
C 1.374 -1.691 -4.047
C 0.374 -0.635 -6.070
C -0.649 -0.027 -6.785
C -0.509 0.288 -8.245
C -1.827 0.274 -6.109
C -2.004 -0.038 -4.769
C -3.301 0.333 -4.098
C -3.805 -2.429 -1.229
C -3.844 -1.220 -0.328
C -4.776 -3.403 -1.063
H -6.007 -6.202 -2.583
H -6.972 -5.005 -1.708
H -5.831 -6.013 -0.831
H -4.200 -5.261 -3.811
H -1.980 -4.743 -4.665
H -1.321 -3.107 -4.488
H -2.812 -3.367 -5.372
H -0.697 -3.855 -2.919
H 0.095 -6.156 -2.719
H 1.508 -6.838 -0.799
H 1.985 -5.196 1.000
H 1.144 -2.886 0.824
H 1.343 -1.516 -2.974
H 2.331 -1.350 -4.449
H 1.301 -2.769 -4.219
H 1.306 -0.872 -6.572
H 0.532 0.278 -8.561
H -0.937 1.264 -8.475
H -1.052 -0.451 -8.837
H -2.631 0.769 -6.642
H -3.851 1.056 -4.697
H -3.123 0.769 -3.112
H -3.934 -0.548 -3.966
H -2.860 -0.937 0.036
H -4.484 -1.402 0.531
H -4.254 -0.365 -0.874
H -5.457 -3.326 -0.222
F 5.807 -6.014 2.610
C 6.230 -4.936 1.972
F 7.530 -4.767 2.210
F 6.144 -5.228 0.611
C 5.415 -3.705 2.233
C 4.319 -3.711 3.079
C 3.516 -2.582 3.164
C 3.754 -1.457 2.377
C 4.911 -1.447 1.590
C 5.743 -2.550 1.531
P 2.476 -0.123 2.232
C 2.116 0.139 4.018
C 2.617 1.209 4.754
C 2.277 1.365 6.090
C 1.434 0.450 6.699
C 0.933 -0.629 5.986
C 1.271 -0.773 4.652
C 0.974 0.698 8.111
F 1.887 1.358 8.832
F 0.678 -0.439 8.754
F -0.149 1.452 8.098
C 3.556 1.299 1.820
C 3.113 2.212 0.868
C 3.910 3.286 0.501
C 5.150 3.452 1.100
C 5.604 2.553 2.057
C 4.807 1.479 2.414
C 6.030 4.593 0.661
F 5.314 5.688 0.373
F 6.708 4.256 -0.457
F 6.934 4.920 1.591
H 4.080 -4.588 3.666
H 2.690 -2.595 3.857
H 5.184 -0.560 1.033
H 6.663 -2.507 0.955
H 3.263 1.943 4.297
H 2.665 2.200 6.656
H 0.270 -1.335 6.468
H 0.847 -1.590 4.082
H 2.141 2.068 0.408
H 3.578 3.992 -0.248
H 6.573 2.694 2.516
H 5.169 0.776 3.154
```